(1)
Formula: C16H22N4O3
Source: the Open Molecules 2025 dataset
Level of theory: ωB97M-V/def2-TZVPD

Each line ends with the Löwdin charge.
Element x y z (Å)
O  0.29  -0.01  1.08  -0.056
O  0.42  1.09  -3.45  0.091
O  1.94  3.01  -4.23  0.060
N  -1.91  -2.71  1.41  0.071
N  -3.92  -2.45  2.13  0.079
N  -3.82  -3.68  1.60  -0.012
N  -2.63  -3.80  1.19  -0.045
C  1.82  2.37  -1.97  -0.097
C  3.33  4.25  -2.78  -0.012
C  -1.40  -0.52  3.65  -0.181
C  0.39  0.55  -1.18  -0.080
C  0.88  1.34  -2.22  -0.198
C  2.32  3.18  -3.08  -0.369
C  0.00  -0.97  3.24  -0.165
C  -0.74  -3.02  -2.06  -0.106
C  0.75  0.07  2.42  -0.190
C  2.25  2.56  -0.65  -0.025
C  -2.71  -1.85  2.00  -0.331
C  1.77  1.79  0.38  -0.012
C  -0.56  -0.57  -1.47  -0.139
C  0.84  0.78  0.13  -0.202
C  0.21  -1.85  -1.85  -0.236
C  -2.38  -0.48  2.47  -0.117
H  0.91  -2.09  -1.04  0.113
H  -1.35  0.47  4.10  0.112
H  2.98  3.32  -0.43  0.107
H  -1.93  0.07  1.65  0.111
H  -1.78  -1.21  4.41  0.115
H  -4.78  -2.11  2.52  0.155
H  -0.07  -1.88  2.65  0.101
H  4.23  3.82  -2.34  0.089
H  3.59  4.76  -3.70  0.085
H  2.13  1.97  1.38  0.102
H  -1.17  -0.78  -0.59  0.096
H  -1.47  -2.79  -2.84  0.073
H  1.83  -0.14  2.45  0.134
H  -1.21  -0.29  -2.30  0.122
H  -0.18  -3.91  -2.36  0.069
H  2.92  4.98  -2.08  0.089
H  0.78  -1.66  -2.76  0.110
H  -3.31  0.02  2.77  0.117
H  -1.27  -3.25  -1.14  0.039
H  0.58  -1.18  4.14  0.116
H  0.58  1.08  2.82  0.131
H  0.86  1.73  -4.07  0.086

Its energy above the lowest of the compared OMol25 structures with the same formula, charge and spin is 190.50 kJ/mol. As for the highest occupied orbital energy: -8.5 eV. As for the SMILES: CCCc1c(OCCCCc2nnn[nH]2)ccc(C(C)=O)c1O. Its net charge is 0.

(2)
Formula: C3H6ClOP
Source: the Open Molecules 2025 dataset
Level of theory: ωB97M-V/def2-TZVPD

Each line ends with the Löwdin charge.
Element x y z (Å)
Cl  -2.02  -0.56  1.09  0.523
P  1.74  -0.79  0.96  0.739
O  -0.12  1.50  -1.87  0.061
C  0.91  0.85  0.35  -0.410
C  -0.30  0.86  -0.83  -0.400
C  -1.37  -0.25  -0.57  -0.519
H  -2.21  0.00  -1.23  0.080
H  -0.80  -1.20  -0.70  0.048
H  1.30  -1.61  -0.28  -0.076
H  1.79  1.40  0.05  0.025
H  0.40  1.27  1.26  0.052
H  0.69  -1.46  1.78  -0.124

Its energy above the lowest of the compared OMol25 structures with the same formula, charge and spin is 210.62 kJ/mol. As for the highest occupied orbital energy: -9.5 eV. As for the SMILES: O=C(CP)CCl. Its net charge is 0.

(3)
Formula: C41H48CsN11S
Source: the Open Molecules 2025 dataset
Level of theory: ωB97M-V/def2-TZVPD

Each line ends with the Löwdin charge.
Element x y z (Å)
Cs  0.27  -0.49  1.45  0.884
S  2.64  0.62  -1.87  0.717
N  -1.18  1.49  -0.79  0.093
N  -2.66  2.11  -2.52  -0.093
N  -0.92  -2.45  -0.75  0.078
N  1.26  2.07  2.48  -0.005
N  -1.69  -1.82  3.11  -0.055
N  4.56  2.25  -1.03  -0.212
N  2.79  3.30  -2.06  -0.229
N  3.05  -2.81  3.90  0.077
N  -0.57  0.65  3.96  -0.058
N  1.82  -2.60  -0.64  0.094
N  -0.09  1.71  4.47  0.018
C  -1.41  -0.08  4.79  -0.219
C  -2.46  -5.06  1.53  -0.102
C  3.89  -3.52  -1.42  -0.045
C  1.38  3.27  -2.41  -0.122
C  -2.23  -2.40  -0.79  -0.153
C  1.26  3.64  4.28  -0.022
C  3.23  -4.39  -2.24  -0.017
C  -3.83  -4.97  1.31  -0.126
C  1.16  -3.44  -1.45  -0.146
C  -0.28  -5.23  -3.12  -0.029
C  1.82  -4.38  -2.27  -0.150
C  -2.02  -1.30  4.28  -0.260
C  -1.66  0.35  6.12  -0.057
C  3.37  2.10  -1.64  -0.799
C  2.19  4.42  3.63  -0.075
C  3.13  -2.64  -0.64  -0.182
C  -3.17  1.90  -3.87  -0.222
C  -1.06  0.26  -2.83  -0.029
C  -2.61  2.87  -4.89  -0.071
C  5.41  1.11  -0.72  -0.077
C  -2.95  -1.93  5.20  -0.035
C  -3.23  3.21  -1.76  -0.215
C  -4.50  -3.82  1.71  -0.106
C  -2.35  4.45  -1.64  -0.072
C  3.56  4.03  -3.07  -0.060
C  0.82  2.46  3.67  -0.329
C  2.99  -2.23  2.89  -0.059
C  -2.40  -4.19  -2.34  -0.012
C  5.05  3.52  -0.50  -0.066
C  -1.77  -4.03  2.15  -0.044
C  2.67  4.01  2.39  -0.076
C  -3.02  -3.25  -1.57  -0.046
C  -3.81  -2.78  2.33  -0.060
C  2.17  2.83  1.86  -0.144
C  1.07  -5.28  -3.10  -0.030
C  -2.44  -2.87  2.57  -0.345
C  -0.30  -3.38  -1.49  -0.152
C  -1.66  1.35  -1.97  -0.452
C  -0.99  -4.28  -2.32  -0.148
C  -2.52  -0.31  6.95  -0.118
C  -3.17  -1.47  6.45  -0.100
H  -3.44  -2.84  4.87  0.100
H  -1.42  4.24  -1.11  0.059
H  -3.00  2.67  -5.89  0.075
H  4.24  4.23  -0.44  0.083
H  -4.16  3.49  -2.26  0.116
H  -5.56  -3.73  1.54  0.098
H  -2.70  -1.63  -0.18  0.113
H  3.23  5.06  -3.11  0.092
H  -4.10  -3.16  -1.55  0.109
H  -1.91  -5.94  1.21  0.100
H  3.43  3.57  -4.06  0.097
H  -1.52  2.80  -4.93  0.071
H  -4.26  1.99  -3.83  0.117
H  0.81  2.76  -1.64  0.047
H  -4.34  -1.89  2.63  0.117
H  -4.36  -5.78  0.83  0.093
H  5.45  3.34  0.50  0.093
H  -0.74  0.64  -3.80  0.081
H  3.63  -1.94  0.03  0.077
H  3.77  -5.10  -2.86  0.116
H  -2.87  5.23  -1.10  0.077
H  5.85  3.93  -1.12  0.088
H  0.86  3.91  5.24  0.107
H  3.40  4.58  1.84  0.084
H  1.04  4.30  -2.50  0.087
H  -1.78  -0.54  -3.01  0.077
H  -0.84  -5.91  -3.74  0.112
H  4.97  -3.49  -1.38  0.104
H  -2.96  -4.87  -2.96  0.117
H  5.12  0.27  -1.33  0.038
H  -3.52  2.85  -0.77  0.119
H  -3.85  -2.01  7.10  0.098
H  5.30  0.84  0.34  0.098
H  4.62  4.03  -2.84  0.068
H  6.45  1.38  -0.91  0.090
H  -2.87  3.90  -4.63  0.064
H  -0.70  -4.09  2.31  0.106
H  1.20  2.74  -3.35  0.078
H  -2.97  0.87  -4.16  0.102
H  2.49  2.47  0.89  0.088
H  -2.09  4.83  -2.63  0.065
H  -0.21  -0.14  -2.30  0.037
H  -1.15  1.23  6.46  0.092
H  3.03  -3.29  4.77  0.078
H  1.61  -5.99  -3.71  0.112
H  -1.63  2.26  -0.29  0.030
H  2.54  5.34  4.08  0.104
H  -2.69  0.03  7.96  0.088

Its energy above the lowest of the compared OMol25 structures with the same formula, charge and spin is 72.82 kJ/mol. As for the highest occupied orbital energy: -5.8 eV. Its net charge is 0.

(4)
Formula: C6H3KO5
Source: the Open Molecules 2025 dataset
Level of theory: ωB97M-V/def2-TZVPD

Each line ends with the Löwdin charge.
Element x y z (Å)
K  -3.51  2.37  -1.08  1.006
O  -1.42  1.13  0.20  -0.031
O  1.27  -0.97  -0.84  0.174
O  1.04  -1.73  -2.96  0.258
O  -0.73  -1.51  -1.56  0.183
O  3.00  1.25  1.21  0.453
C  0.59  -1.47  -1.89  -0.480
C  0.39  -0.78  0.20  -0.217
C  0.60  0.41  1.06  -0.118
C  1.94  0.89  1.13  0.102
C  -0.51  1.41  0.99  -0.071
C  -0.89  -1.08  -0.28  0.052
H  0.50  -0.64  1.81  0.330
H  -0.53  2.20  1.76  0.176
H  -1.73  -1.49  0.27  0.184

As for the highest occupied orbital energy: -16.7 eV. Its net charge is +2.

(5)
Formula: C26H56BBr2FN7O11P2S
Source: the Open Molecules 2025 dataset
Level of theory: ωB97M-V/def2-TZVPD

Each line ends with the Löwdin charge.
Element x y z (Å)
Br  3.92  -5.46  0.91  0.842
Br  -0.43  -7.07  1.85  0.935
S  2.58  -8.08  0.12  0.625
P  1.58  3.56  2.83  0.792
P  -2.77  3.67  -3.51  0.800
F  2.05  -1.47  -2.77  0.089
O  1.04  -4.79  1.87  -0.021
O  1.71  -10.74  4.96  0.150
O  2.28  -8.18  -1.30  -0.314
O  -3.44  3.24  -2.21  -0.280
O  2.03  -2.36  0.19  0.106
O  0.53  -7.68  4.88  0.138
O  2.04  -8.90  3.79  0.072
O  0.88  2.42  2.10  -0.278
O  1.86  -9.12  0.83  -0.347
O  1.29  -5.79  -0.20  -0.045
O  0.34  -2.81  -3.16  0.172
N  -2.86  5.36  -3.17  -0.326
N  -4.15  3.11  -4.49  -0.305
N  -1.80  3.98  -4.97  -0.308
N  2.19  4.27  1.32  -0.301
N  2.60  4.65  3.80  -0.309
N  1.91  -3.61  -1.78  0.141
N  0.14  4.35  3.37  -0.323
C  -3.06  6.42  -4.14  -0.155
C  -0.99  -0.91  -0.15  -0.232
C  1.35  -6.13  2.03  -0.678
C  1.34  -2.62  -2.61  -0.559
C  -0.46  3.66  4.51  -0.144
C  -0.80  -4.12  0.11  -0.083
C  1.40  -7.73  4.11  -0.532
C  2.15  -6.35  0.66  -0.791
C  1.61  -3.36  -0.31  -0.298
C  -2.09  -1.86  0.41  -0.209
C  3.33  5.81  3.35  -0.152
C  -2.25  4.03  -6.34  -0.151
C  -0.05  5.77  3.54  -0.152
C  -4.97  2.08  -3.83  -0.160
C  -1.46  0.59  -0.28  -0.097
C  1.64  5.49  0.73  -0.158
C  -5.11  4.02  -5.09  -0.161
C  2.26  3.31  0.20  -0.154
C  0.01  -10.45  3.39  0.010
C  -1.36  -3.06  1.13  -0.202
C  4.35  -8.48  0.28  -0.209
C  -0.66  3.03  -4.92  -0.145
C  1.29  -10.04  4.11  -0.482
C  -1.83  5.78  -2.23  -0.149
C  2.00  -6.48  3.39  -0.042
C  3.58  3.77  4.51  -0.154
B  0.74  -4.54  0.45  -0.818
H  4.16  4.33  5.25  0.075
H  3.94  6.20  4.17  0.086
H  -5.51  4.74  -4.36  0.085
H  -0.75  1.27  0.25  0.044
H  0.49  6.18  4.41  0.079
H  0.55  5.45  0.65  0.081
H  0.16  3.76  5.42  0.075
H  4.74  -8.32  1.30  0.050
H  -2.78  3.12  -6.66  0.089
H  2.91  -3.70  -1.92  0.126
H  0.25  6.34  2.66  0.050
H  -5.64  2.52  -3.08  0.082
H  -0.93  -3.73  -0.92  0.095
H  -2.85  4.91  -6.54  0.058
H  -0.77  -10.62  4.15  0.096
H  -1.49  -4.99  0.19  0.070
H  -1.10  6.01  3.69  0.083
H  -1.00  1.99  -5.05  0.084
H  -2.05  -3.54  1.86  0.103
H  2.03  5.65  -0.28  0.079
H  1.26  3.15  -0.25  0.077
H  -0.56  2.59  4.30  0.074
H  2.65  2.34  0.51  0.073
H  -0.14  3.09  -3.96  0.074
H  4.28  3.31  3.80  0.082
H  -1.37  0.86  -1.35  0.050
H  1.91  6.40  1.26  0.048
H  -3.91  6.23  -4.80  0.050
H  -4.73  4.58  -5.95  0.047
H  -1.39  4.14  -7.01  0.087
H  -0.82  5.73  -2.68  0.075
H  0.22  -11.36  2.81  0.096
H  -0.68  -1.31  -1.14  0.088
H  -3.29  7.36  -3.63  0.082
H  -0.15  -0.90  0.57  0.096
H  4.44  -9.54  0.00  0.072
H  4.00  5.61  2.51  0.088
H  3.08  -6.74  3.27  0.101
H  4.97  -7.91  -0.44  0.048
H  -0.38  -9.69  2.70  0.020
H  -2.74  -2.30  -0.37  0.107
H  -2.18  6.60  -4.77  0.079
H  -0.55  -2.62  1.75  0.104
H  -5.98  3.48  -5.49  0.079
H  -2.69  -1.33  1.17  0.099
H  3.06  2.97  5.04  0.075
H  1.91  -5.67  4.13  0.144
H  -1.83  5.13  -1.35  0.069
H  0.08  3.24  -5.69  0.076
H  -2.48  0.76  0.10  0.063
H  -2.00  6.80  -1.87  0.077
H  2.66  6.64  3.12  0.059
H  -1.46  4.04  4.74  0.079
H  -5.59  1.55  -4.56  0.077
H  -4.35  1.33  -3.33  0.071
H  2.91  3.69  -0.60  0.077

As for the highest occupied orbital energy: -5.7 eV. Its net charge is -1.

(6)
Formula: C2H3N5O
Source: the Open Molecules 2025 dataset
Level of theory: ωB97M-V/def2-TZVPD

Each line ends with the Löwdin charge.
Element x y z (Å)
O  0.30  -1.01  -1.47  0.002
N  0.11  0.56  0.28  0.097
N  -1.79  0.36  1.64  0.190
N  -0.83  -1.88  -0.85  0.184
N  1.89  0.66  -0.96  0.105
N  -1.37  -1.31  0.02  0.089
C  0.77  0.01  -0.78  -0.583
C  -1.08  -0.15  0.73  -0.414
H  -1.34  1.10  2.05  0.025
H  0.84  0.96  1.11  0.250
H  2.51  0.70  -1.78  0.055

Its energy above the lowest of the compared OMol25 structures with the same formula, charge and spin is 436.54 kJ/mol. As for the highest occupied orbital energy: -9.4 eV. As for the SMILES: [H]/N=c1/[nH]/c(=N\[H])nno1. Its net charge is 0.

(7)
Formula: C2HCl2F3S
Source: the Open Molecules 2025 dataset
Level of theory: ωB97M-V/def2-TZVPD

Each line ends with the Löwdin charge.
Element x y z (Å)
Cl  -0.63  -0.01  -1.41  0.670
Cl  -2.36  2.05  -2.46  0.737
S  -0.01  0.02  1.22  0.306
F  -3.31  -1.05  -3.49  0.129
F  -4.27  0.11  -1.99  0.063
F  -3.05  -1.55  -1.38  0.128
C  -2.00  0.39  -2.23  -1.019
C  -3.09  -0.54  -2.26  -0.728
H  1.26  -0.23  1.54  -0.286

Its energy above the lowest of the compared OMol25 structures with the same formula, charge and spin is 298.45 kJ/mol. As for the highest occupied orbital energy (spin up / spin down): -9.4 / -10.0 eV. Its net charge is 0.

(8)
Formula: C9H14N3O
Source: the Open Molecules 2025 dataset
Level of theory: ωB97M-V/def2-TZVPD

Each line ends with the Löwdin charge.
Element x y z (Å)
O  -0.78  2.55  2.52  0.029
N  -0.65  3.41  1.46  0.132
N  0.86  -1.50  -0.56  -0.134
N  -0.69  -0.63  -1.84  0.053
C  -0.37  2.78  0.35  -0.350
C  1.54  -1.82  0.66  -0.026
C  -0.46  1.40  0.73  0.172
C  -0.33  -1.96  -2.54  -0.048
C  0.71  -2.52  -1.57  -0.113
C  -0.64  1.26  2.06  -0.301
C  -0.52  0.22  3.11  0.031
C  -0.08  -0.59  -0.68  -0.025
C  -0.38  3.24  -1.05  -0.018
H  -1.33  -2.43  -2.54  0.133
H  -1.63  -0.37  -2.08  0.147
H  0.33  -3.53  -1.32  0.153
H  0.05  -1.47  -3.50  0.151
H  -0.12  -0.62  2.66  0.026
H  -0.12  4.32  -0.99  0.103
H  1.57  -0.95  1.46  0.118
H  2.60  -1.87  0.44  0.096
H  0.51  2.59  -1.49  0.126
H  0.15  0.75  3.78  0.112
H  -1.60  0.05  3.33  0.133
H  1.62  -2.63  -1.97  0.094
H  -1.22  2.96  -1.65  0.077
H  0.98  -2.63  1.23  0.128

Its energy above the lowest of the compared OMol25 structures with the same formula, charge and spin is 515.63 kJ/mol. As for the highest occupied orbital energy: -13.4 eV. Its net charge is +1.

| no. | E_tot (eV) |
| --- | --- |
| 1 | -29051.50723 |
| 2 | -27065.16794 |
| 3 | -71069.35821 |
| 4 | -32812.19261 |
| 5 | -233712.49175 |
| 6 | -11616.30543 |
| 7 | -46119.58621 |
| 8 | -16064.40880 |